(1)
A 10-piece molecular cluster, C34H95N7O13 overall at a distorted geometry. Source: the OMol25 dataset; level of theory: the ωB97M-V functional and the def2-TZVPD basis.

The calculation puts the total energy at -2713.4308 hartree. The calculation puts the HOMO-LUMO gap at 9.193 eV. The structure (SMILES) is COC[C@H](C)N.COC[C@H](C)N.COC[C@H](C)N.COC[C@H](C)N.COC[C@H](C)N.COC[C@H](C)N.COC[C@H](C)N.OCCO.OCCO.OCCO. The max |F| comes out at 3.0 eV/A. Its energy above the lowest of the compared OMol25 structures with the same formula, charge and spin is 6.421 eV.

Geometry as ORCA input:
```
! RIJCOSX wB97M-V def2-TZVPD def2/J DEFGRID3
* xyz 0 1
C -31.7136 18.5602 26.0303
O -31.0533 17.5168 26.7400
C -29.7646 17.1774 26.1851
C -28.9668 16.1577 26.9982
C -28.3384 16.7916 28.2510
N -27.9520 15.5852 26.1524
H -32.0997 18.3036 25.0438
H -31.1982 19.5144 26.1391
H -32.5280 18.7347 26.7335
H -29.7899 16.9515 25.1191
H -29.0915 18.0342 26.2180
H -29.6324 15.4047 27.4201
H -29.0308 17.4810 28.7340
H -27.5102 17.4243 27.9317
H -27.8872 16.0354 28.8934
H -28.3390 15.0332 25.4002
H -27.5260 16.3142 25.5982
C -23.2880 8.8862 36.1436
O -23.4280 8.9976 37.5390
C -23.6015 7.7793 38.2363
C -23.6601 8.0081 39.8130
C -22.3745 8.6320 40.4419
N -23.9345 6.7852 40.5368
H -24.2224 8.5432 35.6993
H -22.5740 8.1518 35.7708
H -23.1320 9.8818 35.7283
H -24.5883 7.3492 38.0651
H -22.8946 7.0252 37.8904
H -24.5794 8.5436 40.0503
H -21.4872 8.0714 40.1477
H -22.4223 8.7823 41.5204
H -22.2317 9.6332 40.0352
H -24.8024 6.3924 40.2016
H -24.0688 7.0217 41.5095
C -17.8731 18.8666 32.0780
O -19.2331 18.4694 31.9027
C -19.4237 17.0371 31.7953
C -20.8428 16.6392 31.4742
C -21.8534 17.0042 32.6220
N -21.0735 15.2151 31.3245
H -17.5784 18.5603 33.0817
H -17.9685 19.9346 32.2741
H -17.0999 18.7632 31.3167
H -18.7842 16.6165 31.0192
H -19.1457 16.5549 32.7324
H -21.1617 17.1084 30.5435
H -21.5242 16.6351 33.5933
H -22.7684 16.4305 32.4747
H -21.9974 18.0833 32.6772
H -21.0637 14.9506 30.3498
H -22.0268 14.9505 31.5277
C -30.1193 10.0858 23.7402
O -30.1280 11.2357 22.9561
C -31.3860 11.9285 22.9066
C -32.4559 11.0084 22.3848
C -32.3268 10.6460 20.9499
N -33.7458 11.6714 22.4705
H -30.5678 10.2117 24.7256
H -29.0891 9.8161 23.9727
H -30.5468 9.2104 23.2513
H -31.8004 12.3762 23.8100
H -31.2526 12.8368 22.3191
H -32.5627 10.1673 23.0698
H -32.2449 11.5001 20.2777
H -33.0198 9.8938 20.5731
H -31.3833 10.1043 20.8840
H -33.6857 12.4440 21.8228
H -34.4498 11.0472 22.1032
C -16.1408 11.5318 28.9129
O -15.7021 12.4950 27.9385
C -14.3466 12.8590 28.1600
C -14.1027 14.2980 27.6484
C -14.2491 14.3429 26.1173
N -12.7723 14.8799 27.9626
H -15.6693 11.6960 29.8818
H -15.8922 10.4958 28.6826
H -17.2293 11.5536 28.9651
H -14.1218 12.9694 29.2208
H -13.6199 12.2457 27.6272
H -14.7776 15.0417 28.0721
H -13.5366 13.6822 25.6233
H -13.9666 15.3381 25.7741
H -15.2222 14.0451 25.7267
H -12.6762 15.7637 27.4832
H -12.0620 14.3080 27.5285
C -19.1703 17.2436 23.0460
O -20.2381 16.9160 23.8607
C -20.1479 15.7118 24.6506
C -19.9940 14.3385 23.9012
C -21.0592 14.0666 22.8618
N -19.9468 13.1755 24.8261
H -18.2563 17.3811 23.6238
H -19.2521 18.2125 22.5534
H -18.9412 16.4601 22.3237
H -19.3706 15.7457 25.4140
H -21.0674 15.7601 25.2339
H -19.0570 14.3251 23.3444
H -20.8305 14.6806 21.9907
H -22.0623 14.0288 23.2864
H -20.9310 13.0252 22.5664
H -19.3070 13.2980 25.5979
H -20.8115 13.2425 25.3437
C -29.9479 5.9292 33.6257
O -31.1657 5.6134 34.3054
C -31.5639 6.5519 35.2750
C -32.8391 5.9449 36.0778
C -34.1080 6.1756 35.3142
N -33.0538 6.5642 37.4062
H -29.1860 5.3334 34.1282
H -29.7702 6.9969 33.7548
H -29.9391 5.6405 32.5746
H -30.7756 6.5500 36.0278
H -31.8446 7.5490 34.9358
H -32.6473 4.8852 36.2464
H -34.3042 7.1893 34.9650
H -34.8689 5.8715 36.0330
H -34.1226 5.4698 34.4836
H -32.1704 6.6976 37.8774
H -33.4354 7.4938 37.3048
O -29.4267 11.9938 34.0348
C -29.3983 12.6318 35.3069
C -28.3188 11.9800 36.2406
O -28.4627 12.4243 37.5902
H -30.0723 12.5605 33.6064
H -29.2032 13.6974 35.1867
H -30.4148 12.5676 35.6953
H -27.3649 12.2020 35.7621
H -28.3014 10.8930 36.1619
H -28.2599 13.3597 37.6644
O -17.6892 5.2285 27.5970
C -18.7310 5.2623 26.5613
C -19.6478 6.4819 26.8488
O -20.5996 6.3284 27.9368
H -18.1528 4.9233 28.3804
H -18.2524 5.4064 25.5926
H -19.3756 4.3835 26.5719
H -20.3446 6.7383 26.0508
H -19.0230 7.3723 26.9180
H -21.4575 6.0057 27.6514
O -25.6310 11.8319 30.7316
C -25.8183 11.0680 29.5119
C -24.5788 10.9896 28.5287
O -24.2795 12.2375 27.8410
H -26.5045 11.8554 31.1292
H -26.1053 10.0770 29.8636
H -26.6487 11.5351 28.9824
H -24.5554 10.1773 27.8022
H -23.7227 10.6744 29.1254
H -25.1012 12.7264 27.7553
*
```

Atomic partial charges in e from the Löwdin method, atoms 1 to 4: -0.112 -0.184 -0.210 -0.456


(2)
C29H32BrClIrN5O6 as an isolated structure. Source: the OMol25 dataset; level of theory: the ωB97M-V functional and the def2-TZVPD basis.

The calculation puts the total energy at -4986.7994 hartree. Its expectation value of S² is 8.846. The calculation puts the HOMO-LUMO gap (spin up / spin down) at 5.959 / 3.960 eV. The max |F| comes out at 0.6 eV/A.

Geometry as ORCA input:
```
! RIJCOSX wB97M-V def2-TZVPD def2/J DEFGRID3
* xyz 3 6
Ir 0.2072 -0.5166 0.4990
C 4.2290 2.9409 -4.3523
C 3.1656 2.1618 -3.6596
C 2.0770 1.6543 -4.2445
C 1.0555 0.9114 -3.5176
C -0.1564 0.6356 -4.1702
N -1.1638 -0.0099 -3.6286
C -2.4575 -0.1910 -4.2700
C -3.0174 -1.5945 -4.0546
C -3.3875 -1.8978 -2.6076
N -4.5254 -1.0461 -2.1935
C -4.9978 -0.7260 -1.0399
C -4.5352 -0.9712 0.3188
C -5.5469 -1.0607 1.2442
C -5.2977 -1.3183 2.6104
C -6.4124 -1.4604 3.5792
C -3.9508 -1.3750 3.0278
C -2.8846 -1.2040 2.1781
C -1.5774 -1.1972 2.8570
N -0.3936 -0.9546 2.4464
C 0.6756 -0.9933 3.4725
C 1.3246 0.3826 3.6675
C 2.6618 0.4619 2.9528
N 2.4395 0.1453 1.5420
C 3.2304 0.5463 0.6596
C 2.5210 0.8645 -1.6378
C 3.2819 2.0316 -2.1574
C 1.3079 0.4631 -2.1980
O 0.4707 -0.3319 -1.5513
C -3.1307 -1.0212 0.7436
O -2.2222 -0.8692 -0.0818
H 4.0370 3.0077 -5.4210
H 5.2054 2.4754 -4.2020
H 4.2873 3.9533 -3.9460
H 1.9282 1.7862 -5.3100
H -0.2961 0.9871 -5.1881
H -1.0074 -0.3099 -2.6650
H -2.3428 0.0037 -5.3352
H -3.1477 0.5671 -3.8839
H -2.2890 -2.3404 -4.3753
H -3.8900 -1.7266 -4.6999
H -2.5660 -1.7162 -1.9237
H -3.7103 -2.9341 -2.4950
H -5.1006 -0.7393 -2.9745
H -5.9473 -0.1995 -1.0928
H -6.5794 -0.9530 0.9287
H -7.3120 -1.8546 3.1093
H -6.6671 -0.4718 3.9827
H -6.1350 -2.0880 4.4245
H -3.7639 -1.5315 4.0843
H -1.6780 -1.4176 3.9189
H 1.4116 -1.7207 3.1229
H 0.2549 -1.3688 4.4047
H 1.4635 0.5695 4.7314
H 0.6586 1.1619 3.2910
H 3.3441 -0.2838 3.3673
H 3.1215 1.4453 3.0657
H 4.1279 1.1493 0.7854
H 4.3215 2.0069 -1.8229
O 2.6942 3.2939 -1.6967
Cl 2.3608 3.3276 -0.0667
O 3.6089 3.1039 0.7411
O 2.9282 0.0998 -0.6018
O -0.2333 1.1764 0.6805
Br 4.2257 -4.6021 -0.4261
C 2.4186 -4.2350 -0.1209
C 1.4714 -5.2462 -0.0658
C 0.1478 -4.9008 0.1650
C -0.1827 -3.5730 0.3330
N 0.7352 -2.5942 0.2818
C 2.0160 -2.9219 0.0562
H 1.7633 -6.2796 -0.1985
H -0.6191 -5.6603 0.2196
H -1.2038 -3.2674 0.5209
H 2.7288 -2.1144 0.0100
*
```

Atomic partial charges in e from the Löwdin method, atoms 1 to 4: 1.491 -0.003 -0.193 0.026


(3)
C34H28BrN8O6PdS3 as an isolated structure. Source: the OMol25 dataset; level of theory: the ωB97M-V functional and the def2-TZVPD basis.

The calculation puts the total energy at -6098.0367 hartree. Its expectation value of S² is 6.064. The calculation puts the HOMO-LUMO gap (spin up / spin down) at 7.020 / 4.300 eV. The max |F| comes out at 0.7 eV/A. Its energy above the lowest of the compared OMol25 structures with the same formula, charge and spin is 0.456 eV.

Geometry as ORCA input:
```
! RIJCOSX wB97M-V def2-TZVPD def2/J DEFGRID3
* xyz 1 5
Pd -1.1021 -0.1555 -1.2645
O 3.8697 -2.2816 -2.7090
C 2.9117 -3.2165 -3.0133
C 3.2132 -4.5271 -3.3455
C 2.1833 -5.4205 -3.5976
C 0.8595 -5.0116 -3.5214
C 0.5635 -3.6957 -3.2024
C 1.5886 -2.8017 -2.9414
C 1.2997 -1.3303 -2.5914
O 0.0774 -0.9501 -2.8768
N 1.7497 -1.0445 -1.2366
N 1.0264 -0.2082 -0.4964
C 1.4951 0.2998 0.5851
C 0.7757 1.2621 1.3863
Br -1.0183 1.6258 0.8697
C 1.4110 1.8873 2.3943
C 1.0467 2.9333 3.3384
C 2.1108 3.5309 4.0277
C 1.8942 4.5553 4.9297
C 0.6006 4.9918 5.1780
C -0.4675 4.3934 4.5233
C -0.2534 3.3762 3.6102
H 4.7452 -2.6313 -2.9067
H 4.2480 -4.8437 -3.4094
H 2.4216 -6.4428 -3.8581
H 0.0592 -5.7106 -3.7194
H -0.4593 -3.3440 -3.1860
H 2.0262 -0.7514 -3.2272
H 2.7314 -1.1957 -1.0280
H 2.5000 0.0445 0.9202
H 2.4438 1.5621 2.4982
H 3.1218 3.1890 3.8406
H 2.7324 5.0094 5.4402
H 0.4235 5.7901 5.8862
H -1.4788 4.7199 4.7250
H -1.1043 2.9202 3.1314
O -1.5092 2.7378 -4.3335
C -0.8048 2.3436 -3.4001
O -1.2821 1.7689 -2.3541
C 0.6825 2.5793 -3.4955
C 1.2239 3.1517 -4.6376
C 2.5965 3.3905 -4.7563
C 3.3854 3.0330 -3.6909
O 4.7398 3.1599 -3.5513
C 5.0597 2.6683 -2.2538
O 3.8489 2.2212 -1.6345
C 2.8484 2.4732 -2.5475
C 1.5071 2.2486 -2.4161
H 0.5539 3.4022 -5.4475
H 3.0206 3.8385 -5.6438
H 5.4991 3.4709 -1.6580
H 5.7537 1.8300 -2.3437
H 1.0727 1.8566 -1.5177
S -4.2597 -0.8518 4.3088
C -3.2897 -1.6197 3.2427
S -3.2196 -1.1522 1.5728
C -1.9061 -2.2657 1.3128
N -1.6236 -2.9836 2.4033
N -2.3650 -2.6499 3.4417
C -2.0964 -3.3819 4.6553
C -0.8559 -4.0088 4.7661
C -0.5570 -4.7340 5.9035
C -1.4846 -4.8456 6.9307
C -2.7207 -4.2341 6.8036
C -3.0377 -3.5018 5.6699
S -1.1075 -2.4897 -0.1337
H -0.1373 -3.9244 3.9661
H 0.4074 -5.2164 5.9847
H -1.2465 -5.4122 7.8205
H -3.4580 -4.3291 7.5889
H -4.0129 -3.0577 5.5835
N -6.6701 2.2581 -3.3176
C -5.3779 1.8992 -3.1869
N -4.4593 2.5100 -3.9130
N -5.1399 0.9340 -2.3244
C -4.0742 0.3651 -1.9324
N -3.2462 -0.3030 -1.4438
H -6.9572 2.9852 -3.9456
H -7.3601 1.7737 -2.7741
H -4.7340 3.2250 -4.5654
H -3.4523 2.3088 -3.8897
*
```

Atomic partial charges in e from the Löwdin method, atoms 1 to 4: 0.795 0.053 -0.266 -0.008


(4)
C6H5O5 as an isolated structure at a distorted geometry. Source: the OMol25 dataset; level of theory: the ωB97M-V functional and the def2-TZVPD basis.

The calculation puts the total energy at -607.7788 hartree. The calculation puts the HOMO-LUMO gap (spin up / spin down) at 7.569 / 7.556 eV. The max |F| comes out at 5.0 eV/A. Its energy above the lowest of the compared OMol25 structures with the same formula, charge and spin is 2.015 eV.

Geometry as ORCA input:
```
! RIJCOSX wB97M-V def2-TZVPD def2/J DEFGRID3
* xyz -1 1
C 1.2562 -0.9912 -0.4282
C 1.5560 1.4416 -1.4962
C -1.1618 0.3288 -0.4731
C -1.1069 -0.8327 0.4652
C 0.7586 0.2202 -1.1144
C -0.9613 -0.2261 1.8416
O 2.6770 1.0529 -1.9528
O 2.3292 -1.4989 -0.2930
O 1.0672 2.5312 -1.4306
O 0.0723 -1.5954 0.1325
O -0.5805 -0.0676 -1.6587
H -1.2892 1.4152 -0.4829
H -1.9094 -1.5478 0.3532
H -0.6321 0.7610 1.7399
H -0.2051 -0.7551 2.3484
H -1.8702 -0.2361 2.4491
*
```

Atomic partial charges in e from the natural (NBO) method, atoms 1 to 4: 0.729 0.699 0.065 0.035


(5)
A single C4H10O molecule at a distorted geometry. Source: the OMol25 dataset; level of theory: the ωB97M-V functional and the def2-TZVPD basis.

The calculation puts the total energy at -233.6103 hartree. The calculation puts the HOMO-LUMO gap at 11.023 eV. The structure (SMILES) is CC[C@H](C)O. The max |F| comes out at 3.3 eV/A. Its energy above the lowest of the compared OMol25 structures with the same formula, charge and spin is 0.944 eV.

Geometry as ORCA input:
```
! RIJCOSX wB97M-V def2-TZVPD def2/J DEFGRID3
* xyz 0 1
C 1.5515 0.4102 0.6703
C 0.0389 0.2251 1.0141
C -0.8565 -0.0054 -0.1828
C -0.5202 -1.1678 -1.2151
O -1.0900 1.2185 -1.0012
H 2.0836 0.3719 1.6290
H 1.7037 1.3723 0.1767
H 2.0339 -0.3921 0.0199
H -0.3805 1.1511 1.5615
H -0.1261 -0.5924 1.7772
H -1.9009 -0.3439 0.1049
H -1.3223 -1.1298 -1.9947
H 0.5429 -0.9309 -1.5725
H -0.3112 -2.0884 -0.6095
H -1.4470 1.9016 -0.3779
*
```

Atomic partial charges in e from the natural (NBO) method, atoms 1 to 4: -0.622 -0.431 0.101 -0.640


(6)
C39H32F2MgN7 as an isolated structure at a distorted geometry. Source: the OMol25 dataset; level of theory: the ωB97M-V functional and the def2-TZVPD basis.

The calculation puts the total energy at -2288.6425 hartree. The calculation puts the HOMO-LUMO gap at 5.726 eV. The max |F| comes out at 1.4 eV/A. Its energy above the lowest of the compared OMol25 structures with the same formula, charge and spin is 1.825 eV.

Geometry as ORCA input:
```
! RIJCOSX wB97M-V def2-TZVPD def2/J DEFGRID3
* xyz -1 1
Mg 0.2924 0.2087 0.0842
C -2.6973 -2.8109 -1.3893
C -1.7573 -1.6991 -1.5457
N -0.7003 -1.5378 -0.5559
C -0.6124 -2.4943 0.4688
C -1.5204 -3.5433 0.5993
C -2.5841 -3.6825 -0.3836
C -1.3883 -4.4349 1.6646
C -0.3439 -4.2808 2.5569
C 0.5748 -3.2561 2.4213
C 0.4576 -2.3173 1.3816
N 1.2189 -1.2517 1.0537
C 2.4257 -0.8438 1.4384
C 3.2016 -1.2131 2.5431
C 4.4736 -0.6953 2.7416
C 5.0584 0.1716 1.8476
C 4.3478 0.5613 0.7007
C 4.8900 1.3753 -0.3154
C 4.1518 1.6337 -1.4412
C 2.8378 1.1558 -1.5065
N 2.2896 0.4412 -0.5535
C 3.0172 0.0940 0.5136
H -3.4865 -2.8843 -2.1248
H -2.2114 -0.7631 -1.8614
H -3.2841 -4.4984 -0.2608
H -2.0920 -5.2490 1.7722
H -0.2402 -4.9745 3.3806
H 1.3774 -3.1888 3.1381
H 2.8121 -1.9028 3.2741
H 5.0285 -1.0041 3.6198
H 6.0611 0.5437 2.0045
H 5.8952 1.7598 -0.2010
H 4.5591 2.2133 -2.2580
H 2.2287 1.3789 -2.3717
F 1.4803 -4.8293 -3.3232
C 1.0909 -3.5335 -3.1238
C 0.1577 -3.2698 -2.1916
C -0.3159 -1.8986 -1.9472
C 0.3050 -0.8565 -2.8127
C 1.2737 -1.2647 -3.7261
F 1.9038 -0.2996 -4.4637
C 1.7051 -2.5518 -3.9232
C -0.1516 0.4969 -2.7763
C -0.2955 1.2814 -3.9492
C -0.7596 2.5675 -3.8594
C -1.0734 3.0988 -2.6038
C -0.9030 2.2806 -1.5046
N -0.4696 1.0373 -1.5825
H -0.2697 -4.0772 -1.6168
H 2.4936 -2.7938 -4.6131
H -0.0671 0.8549 -4.9130
H -0.9002 3.1605 -4.7535
H -1.4311 4.1115 -2.4973
H -1.1048 2.6167 -0.5007
C -3.4984 3.1446 0.6351
C -3.7738 1.6866 0.6287
N -2.9108 0.7082 0.5827
C -3.6289 -0.4413 0.6961
C -4.9579 -0.1606 0.7880
N -5.0449 1.2065 0.7436
H -2.6862 3.3542 1.3288
H -4.3917 3.6845 0.9466
H -3.2034 3.4950 -0.3521
H -3.1528 -1.3961 0.7282
H -5.8211 -0.7885 0.8699
H -5.8866 1.7527 0.8253
C -1.1121 0.2884 3.1048
C -0.4944 1.5677 2.6466
C -0.4886 2.7754 3.3123
C 0.2826 3.6532 2.5287
C 0.6951 2.9326 1.4306
C 1.6104 3.4352 0.3621
N 0.2179 1.6560 1.4905
H -0.5166 -0.1635 3.9027
H -1.1623 -0.4023 2.2683
H -2.1167 0.4629 3.4934
H -0.9699 3.0007 4.2513
H 0.5099 4.6865 2.7402
H 1.6174 4.5243 0.3756
H 1.3014 3.0975 -0.6240
H 2.6327 3.0967 0.5415
*
```

Atomic partial charges in e from the Löwdin method, atoms 1 to 4: 0.538 -0.040 -0.176 0.022